Molecular formula: C32H37N4O
Method: DFT, ωB97M-V/def2-TZVPD

Each line ends with the Löwdin charge.
CARTESIAN COORDINATES (ANGSTROEM)
C1 -3.299 1.648 3.439  -0.0748
C2 -3.034 0.582 2.393  -0.2235
N1 -1.912 -0.316 2.704  -0.0739
C3 -2.249 -1.511 3.493  -0.2275
C4 -2.405 -2.777 2.665  -0.0792
C5 -0.608 0.119 2.483  -0.4520
C6 0.441 -0.835 2.675  -0.0594
N2 1.786 -0.516 2.748  -0.0373
C7 2.241 0.764 3.029  -0.0047
C8 3.600 1.012 3.115  -0.0498
C9 4.534 0.006 2.871  -0.0718
C10 4.058 -1.284 2.611  -0.0548
C11 2.707 -1.546 2.588  -0.0241
O1 -0.407 1.294 2.090  -0.0373
H1 -4.128 2.285 3.109  0.0719
H2 -3.580 1.198 4.398  0.0778
H3 -2.405 2.266 3.575  0.0741
H4 -3.913 -0.068 2.288  0.1205
H5 -2.841 1.051 1.418  0.0804
H6 -1.484 -1.663 4.265  0.1175
H7 -3.200 -1.287 3.996  0.1175
H8 -2.716 -3.599 3.320  0.0800
H9 -3.172 -2.641 1.893  0.0758
H10 -1.468 -3.058 2.173  0.0570
H11 0.204 -1.890 2.817  0.0934
H12 1.478 1.516 3.203  0.1230
H13 3.911 2.017 3.391  0.1143
H14 5.600 0.210 2.901  0.1071
H15 4.739 -2.116 2.447  0.1150
H16 2.272 -2.536 2.461  0.1317
C12 -1.643 3.361 0.048  0.0131
C13 -1.770 2.156 -0.773  -0.1661
N3 -2.986 1.695 -1.172  -0.0159
C14 -4.248 2.338 -0.847  0.0233
C15 -2.844 0.564 -1.974  -0.1523
C16 -1.457 0.333 -2.148  -0.0866
C17 -1.083 -0.651 -3.055  -0.0015
C18 -2.075 -1.433 -3.674  -0.0509
C19 -3.442 -1.223 -3.419  -0.0594
C20 -3.849 -0.182 -2.576  0.0017
C21 -0.754 1.313 -1.308  -0.0743
C22 0.611 1.469 -1.074  0.1077
C23 1.643 0.654 -1.597  -0.1047
C24 2.769 1.014 -2.391  -0.1884
C25 3.170 2.324 -2.926  -0.0013
N4 3.447 -0.112 -2.728  -0.0396
C26 4.590 -0.134 -3.628  0.0087
C27 2.849 -1.237 -2.153  -0.1538
C28 1.716 -0.780 -1.433  -0.1432
C29 0.904 -1.702 -0.782  -0.0324
C30 1.202 -3.062 -0.918  -0.0711
C31 2.296 -3.500 -1.691  -0.0713
C32 3.151 -2.583 -2.316  -0.0052
H17 -0.578 3.558 0.177  0.0846
H18 -2.105 4.225 -0.456  0.1092
H19 -2.091 3.253 1.049  0.0990
H20 -5.057 1.760 -1.300  0.0886
H21 -4.390 2.366 0.242  0.0975
H22 -4.276 3.366 -1.234  0.1110
H23 -0.028 -0.791 -3.281  0.1139
H24 -1.785 -2.220 -4.375  0.1117
H25 -4.191 -1.867 -3.882  0.1119
H26 -4.896 0.046 -2.374  0.1080
H27 0.908 2.346 -0.488  0.1311
H28 2.453 3.054 -2.548  0.0851
H29 4.181 2.632 -2.619  0.1020
H30 3.127 2.333 -4.026  0.1011
H31 4.910 -1.169 -3.765  0.0852
H32 4.327 0.288 -4.609  0.1035
H33 5.422 0.456 -3.220  0.1039
H34 0.073 -1.335 -0.182  0.1124
H35 0.561 -3.796 -0.429  0.1049
H36 2.475 -4.570 -1.796  0.1065
H37 4.014 -2.881 -2.910  0.1061

Forces on atoms 1 to 3 (eV/Å):
0.056 0.110 0.119
0.413 -0.473 -0.285
0.057 0.105 0.044

Output
* multiplicity: 1
* E_tot: -1535.62520 Eh
* HOMO: -9.10 eV
* HOMO-LUMO gap: 5.24 eV
* net charge: +1
* ΔE to the lowest compared entry with this formula, charge and spin: 0.8 kcal/mol